Record 1
{"formula": "C19H39GaNO19S", "method": "wB97M-V/def2-TZVPD", "symbols": ["O", "Ga", "N", "C", "S", "H", "H", "H", "C", "O", "C", "O", "O", "C", "H", "H", "H", "H", "H", "H", "C", "O", "C", "O", "O", "C", "H", "H", "H", "H", "H", "H", "C", "O", "C", "O", "O", "C", "H", "H", "H", "H", "H", "H", "C", "O", "C", "O", "O", "C", "H", "H", "H", "H", "H", "H", "C", "O", "C", "O", "O", "C", "H", "H", "H", "H", "H", "H", "C", "O", "C", "O", "O", "C", "H", "H", "H", "H", "H", "H"], "coordinates": [[-1.55620, -4.64195, 3.08990], [-2.13441, -2.84892, 3.08232], [-3.88122, -2.83904, 4.04936], [-4.65404, -3.52962, 3.44299], [-5.33395, -4.89360, 2.78914], [-0.71183, -4.75820, 3.55303], [-1.11605, -1.81156, 3.73802], [-2.50650, -2.50679, 1.54378], [-0.82749, 4.36773, 3.44786], [-1.11768, 2.97499, 3.52605], [-2.29542, 2.62730, 2.98396], [-3.08282, 3.37644, 2.46208], [-2.44295, 1.30517, 3.12412], [-3.66280, 0.79087, 2.58700], [0.14330, 4.52921, 3.91496], [-0.77005, 4.69185, 2.40738], [-1.57480, 4.94826, 3.99110], [-3.71620, 0.97125, 1.51220], [-4.52223, 1.23092, 3.09512], [-3.67612, -0.28650, 2.75630], [-0.82769, -1.57733, 10.50901], [-1.87195, -2.36015, 9.93944], [-1.69468, -2.64793, 8.63694], [-0.75984, -2.30389, 7.96197], [-2.73398, -3.37866, 8.23079], [-2.68494, -3.76414, 6.84953], [-1.07586, -1.40771, 11.55642], [0.12386, -2.10931, 10.45966], [-0.75407, -0.61031, 10.00894], [-1.80902, -4.38440, 6.65408], [-2.68847, -2.88757, 6.20388], [-3.57622, -4.35141, 6.63678], [0.13013, 0.82604, 0.98711], [0.86486, -0.22865, 0.36428], [1.00969, -0.09212, -0.95325], [0.58243, 0.81908, -1.62494], [1.70884, -1.13603, -1.40657], [1.94020, -1.11907, -2.81554], [0.07348, 0.61199, 2.05306], [0.64186, 1.78170, 0.85387], [-0.88592, 0.87227, 0.59211], [2.52275, -0.24046, -3.10004], [0.99619, -1.14918, -3.36105], [2.51260, -2.00958, -3.06909], [-0.12600, 4.16520, -7.45930], [-0.19352, 4.48955, -6.07308], [-0.49197, 3.44844, -5.27917], [-0.69515, 2.31937, -5.64388], [-0.52281, 3.88642, -4.01782], [-0.83103, 2.87568, -3.04819], [0.12042, 5.07810, -8.00022], [0.65796, 3.42943, -7.64517], [-1.08971, 3.79946, -7.81691], [-0.07968, 2.09396, -3.05751], [-1.82335, 2.45956, -3.22907], [-0.82791, 3.34347, -2.06491], [6.39728, 3.31166, -0.68395], [5.09434, 3.88670, -0.61723], [4.29574, 3.55769, -1.64299], [4.59202, 2.84590, -2.56847], [3.11589, 4.15718, -1.45797], [2.15596, 3.89284, -2.48406], [6.95058, 3.64566, 0.19281], [6.33918, 2.22246, -0.66328], [6.92358, 3.65230, -1.57697], [1.93046, 2.82720, -2.53350], [2.51266, 4.25799, -3.44854], [1.24351, 4.42749, -2.23066], [1.03445, -2.97090, -7.53086], [0.76096, -4.31720, -7.14496], [1.00405, -4.57728, -5.85334], [1.41642, -3.79170, -5.04024], [0.70824, -5.86178, -5.62531], [0.92075, -6.28053, -4.27602], [0.80208, -2.87796, -8.59088], [0.40414, -2.27508, -6.97528], [2.08964, -2.73512, -7.38499], [0.28596, -5.71533, -3.59257], [1.97127, -6.17580, -4.00129], [0.64888, -7.33291, -4.21060]], "atomic_forces_ev_per_a": [[0.29, 0.39, 0.47], [1.07, -0.19, -1.10], [-1.85, -0.15, -1.06], [1.30, -1.71, 0.87], [-0.12, 1.68, 0.35], [-0.49, 0.16, -0.18], [-0.15, -0.14, 0.23], [-0.08, 0.04, 0.32], [0.14, 0.28, 0.02], [-0.08, -0.04, -0.07], [-0.15, -0.60, 0.08], [0.23, 0.05, 0.09], [0.24, 0.62, 0.01], [-0.42, -0.48, -0.13], [-0.06, -0.27, 0.01], [-0.16, 0.02, 0.07], [-0.04, -0.03, -0.18], [-0.03, 0.13, 0.10], [0.09, 0.12, -0.12], [0.27, 0.17, 0.09], [0.15, 0.15, 0.15], [-0.01, -0.01, 0.02], [-0.33, -0.25, -0.31], [-0.03, 0.01, 0.29], [0.25, 0.18, 0.39], [-0.01, -0.16, -0.50], [-0.19, -0.15, -0.11], [-0.03, 0.12, -0.14], [0.12, -0.13, -0.07], [0.02, 0.17, 0.02], [0.12, -0.09, 0.10], [-0.01, 0.12, 0.24], [-0.22, 0.26, 0.42], [0.09, 0.10, -0.41], [0.10, -0.43, 0.41], [0.23, -0.27, 0.25], [-0.11, 0.27, 0.07], [0.13, -0.08, -0.42], [0.09, -0.25, -0.15], [-0.07, -0.05, -0.16], [0.11, 0.04, -0.07], [-0.16, 0.04, 0.03], [0.07, 0.11, 0.04], [-0.11, -0.02, 0.25], [0.04, 0.00, -0.32], [0.00, -0.04, 0.08], [-0.01, 0.06, 0.34], [0.04, 0.21, -0.07], [-0.05, 0.16, -0.41], [-0.22, -0.30, 0.19], [-0.01, 0.06, 0.27], [-0.16, -0.07, 0.03], [0.11, -0.13, 0.06], [-0.24, 0.05, -0.17], [0.11, -0.02, -0.10], [0.06, 0.17, -0.19], [0.32, -0.12, 0.06], [-0.11, 0.01, -0.10], [-0.24, 0.10, 0.10], [0.04, 0.11, 0.15], [0.35, -0.07, 0.07], [-0.30, -0.05, -0.29], [-0.25, 0.10, 0.01], [-0.01, 0.08, -0.16], [-0.10, -0.15, -0.02], [0.15, 0.07, -0.03], [0.05, -0.12, 0.06], [0.24, 0.07, 0.20], [0.03, 0.34, -0.16], [0.03, -0.12, 0.14], [-0.11, -0.18, -0.06], [0.00, -0.06, -0.13], [0.05, 0.21, -0.17], [0.01, -0.18, 0.40], [-0.05, -0.26, 0.08], [0.16, -0.04, 0.07], [-0.11, 0.03, 0.14], [0.16, 0.06, -0.04], [-0.10, 0.15, 0.01], [-0.05, 0.09, -0.26]], "total_charge": -1, "homo_energy_ev": -5.3, "gap_ev": 7.25, "fmax_ev_per_a": 2.3}

***

Record 2
{"formula": "C19H39IrN14P", "method": "wB97M-V/def2-TZVPD", "symbols": ["Ir", "C", "N", "C", "C", "N", "C", "C", "N", "C", "C", "N", "C", "N", "C", "C", "C", "N", "C", "H", "H", "H", "H", "H", "H", "H", "H", "H", "H", "H", "H", "H", "H", "H", "H", "H", "H", "H", "H", "H", "H", "H", "H", "N", "N", "N", "C", "N", "N", "H", "H", "H", "C", "N", "C", "N", "C", "N", "C", "P", "C", "C", "H", "H", "H", "H", "H", "H", "H", "H", "H", "H", "H", "H"], "coordinates": [[-0.31549, -0.03315, 0.00597], [-1.60279, 1.68026, 2.05186], [-0.37643, 2.35537, 2.38785], [-0.28440, 3.17654, 3.59413], [1.13045, 3.74502, 3.49191], [1.73222, 2.97718, 2.38715], [3.10810, 3.31419, 2.02807], [0.80117, 2.25786, 1.74584], [0.92656, 1.49576, 0.65937], [2.14270, 1.36224, -0.10889], [1.81661, 1.03196, -1.53884], [0.98927, -0.16881, -1.59258], [1.01584, -1.06174, -2.57734], [0.24730, -2.18316, -2.54771], [-0.95014, -2.43547, -1.77919], [0.45545, -3.01573, -3.73562], [1.59584, -2.29892, -4.45272], [1.78528, -1.06792, -3.66975], [2.75550, -0.10677, -4.19118], [-2.44673, 2.27192, 2.40337], [-1.67576, 0.68588, 2.51921], [-1.69860, 1.59019, 0.96740], [-0.42426, 2.56534, 4.48807], [-1.04726, 3.95375, 3.59220], [1.71060, 3.59531, 4.40014], [1.13635, 4.81056, 3.25809], [3.57334, 3.75588, 2.90563], [3.15063, 4.05497, 1.22768], [3.68576, 2.43477, 1.75916], [2.77031, 0.56424, 0.30747], [2.72660, 2.27900, -0.13145], [2.77180, 0.90595, -2.04066], [1.28579, 1.87172, -1.99739], [-1.04058, -1.74425, -0.92669], [-0.93200, -3.45625, -1.39589], [-1.84361, -2.31826, -2.39849], [-0.45449, -3.05898, -4.33757], [0.71498, -4.03211, -3.44202], [1.34920, -2.04777, -5.48297], [2.51590, -2.88357, -4.46232], [2.90313, -0.33203, -5.24431], [3.72709, -0.19429, -3.70306], [2.39381, 0.91549, -4.12588], [-5.56416, 0.87246, -0.71908], [-4.27602, 0.82783, -1.09166], [-3.86863, 1.36675, -2.22268], [-2.56143, 1.19394, -2.15891], [-2.21662, 0.56549, -1.02591], [-3.34084, 0.33638, -0.34480], [-6.20070, 1.12774, -1.46016], [-5.85399, 0.19852, -0.02771], [-1.88126, 1.52762, -2.92426], [1.51345, -2.64609, 4.37304], [2.32054, -1.62997, 3.70636], [3.35621, -2.27133, 2.90077], [2.75154, -3.16110, 1.91404], [1.93227, -4.17114, 2.57572], [0.88696, -3.52412, 3.37724], [-0.15070, -2.91077, 2.61698], [0.59774, -1.49271, 1.57026], [1.54174, -0.66723, 2.97887], [2.05454, -2.46523, 0.87196], [0.74711, -2.17968, 4.99284], [2.16268, -3.24354, 5.01030], [4.00003, -2.85614, 3.55528], [3.96014, -1.51386, 2.39918], [2.56941, -4.75981, 3.23299], [1.47900, -4.83140, 1.83601], [-0.91313, -2.49638, 3.27754], [-0.62648, -3.63922, 1.95920], [0.82222, -0.18989, 3.65034], [2.19137, 0.10449, 2.55990], [2.72361, -1.75834, 0.37684], [1.68478, -3.17597, 0.12855]], "atomic_forces_ev_per_a": [[0.09, 0.07, 0.54], [0.44, -0.41, 0.05], [-0.23, 0.09, 0.05], [0.09, -0.01, 0.16], [-0.07, 0.10, -0.01], [0.15, 0.06, -0.05], [0.04, -0.01, -0.09], [-0.23, -0.25, 0.34], [-0.61, -0.66, -0.55], [0.54, 0.04, 0.09], [0.14, 0.21, -0.22], [-0.68, 0.10, 1.17], [-0.34, -0.52, 0.04], [0.00, 0.06, 0.21], [0.26, -0.06, -0.41], [0.01, -0.06, -0.03], [0.02, -0.13, -0.05], [0.01, 0.13, -0.16], [0.12, 0.12, 0.07], [-0.09, -0.07, -0.10], [-0.06, 0.04, 0.09], [-0.13, 0.24, 0.01], [0.02, -0.03, -0.01], [-0.02, -0.01, -0.05], [0.02, -0.03, -0.01], [-0.01, -0.01, -0.06], [-0.02, -0.04, 0.03], [-0.02, -0.02, -0.01], [0.00, -0.01, 0.04], [0.07, 0.05, 0.00], [-0.08, 0.05, 0.12], [-0.10, -0.13, -0.12], [0.07, 0.04, -0.01], [-0.13, -0.15, 0.22], [-0.01, 0.05, 0.14], [-0.05, 0.15, 0.12], [-0.01, 0.06, 0.02], [0.01, 0.00, -0.01], [-0.02, 0.04, 0.01], [0.02, 0.03, 0.07], [-0.06, -0.02, -0.01], [-0.02, -0.03, 0.03], [-0.04, -0.02, -0.02], [-0.22, 0.35, 0.26], [0.24, -0.13, -0.18], [-0.18, 0.08, -0.06], [-0.12, -0.11, 0.16], [0.23, 0.40, -0.98], [-0.09, -0.04, 0.15], [0.10, -0.10, -0.12], [0.14, -0.15, -0.09], [0.01, -0.02, 0.02], [-0.12, 0.16, -0.41], [0.45, 0.19, 0.63], [-0.46, -0.03, -0.10], [0.60, -0.47, -0.19], [-0.10, 0.41, -0.10], [0.12, -0.07, 0.08], [-0.84, -0.11, -0.11], [2.05, 0.28, -0.12], [-0.40, 0.06, -0.27], [-0.38, 0.18, -0.04], [-0.01, 0.01, -0.02], [-0.04, -0.05, 0.00], [0.01, 0.01, 0.01], [0.01, -0.01, -0.01], [-0.06, -0.03, 0.04], [0.00, -0.01, 0.01], [-0.01, 0.05, -0.03], [0.00, 0.04, -0.06], [0.03, 0.06, 0.00], [0.00, -0.02, 0.04], [-0.02, -0.02, -0.05], [0.00, 0.04, -0.05]], "total_charge": 3, "homo_energy_ev": -16.1, "relative_energy_kcal_mol": 40.2, "gap_ev": 5.72, "fmax_ev_per_a": 2.1}

***

Record 3
{"formula": "C19H39NO2P2W", "method": "wB97M-V/def2-TZVPD", "symbols": ["W", "P", "P", "N", "H", "C", "H", "H", "H", "C", "H", "H", "H", "C", "H", "H", "H", "C", "H", "H", "H", "C", "H", "H", "H", "C", "H", "H", "H", "C", "C", "C", "C", "C", "C", "H", "H", "H", "H", "H", "C", "O", "C", "H", "H", "H", "C", "H", "H", "H", "C", "C", "C", "C", "O", "H", "H", "H", "H", "H", "H", "H", "H", "H"], "coordinates": [[0.03519, -0.17115, 0.06488], [-0.91691, -2.17783, -1.23850], [1.50861, 1.99076, 0.70044], [1.61789, -1.07250, 0.39541], [-0.95643, -1.19345, 0.81257], [-0.41228, -2.47755, -2.96769], [-0.93010, -3.36802, -3.35571], [0.67051, -2.64762, -3.00627], [-0.66407, -1.61184, -3.59064], [-2.72778, -2.42776, -1.32188], [-2.93367, -3.41144, -1.75925], [-3.19313, -1.64484, -1.93109], [-3.16169, -2.37516, -0.31805], [-0.29994, -3.69938, -0.41089], [-0.90185, -4.56096, -0.74278], [-0.37437, -3.60035, 0.68026], [0.75461, -3.85664, -0.67499], [2.64811, 2.88082, -0.41830], [3.15734, 3.68121, 0.14317], [2.08443, 3.29490, -1.25989], [3.39519, 2.18008, -0.80619], [0.56147, 3.38410, 1.38451], [1.26704, 4.20340, 1.59921], [0.05905, 3.07683, 2.30876], [-0.18506, 3.71952, 0.65476], [2.66358, 1.59109, 2.05653], [3.08286, 2.53028, 2.44831], [3.47498, 0.96198, 1.67430], [2.14934, 1.05767, 2.86240], [2.60741, -1.81677, 0.85645], [4.67536, -3.01153, 0.48407], [3.68764, -2.18057, -0.00599], [2.55373, -2.29874, 2.19826], [3.56294, -3.12820, 2.65614], [4.62019, -3.48478, 1.80934], [5.49672, -3.30161, -0.16913], [3.66905, -1.78808, -1.02649], [1.69492, -2.00498, 2.82673], [3.51732, -3.50075, 3.68030], [5.40552, -4.14630, 2.17677], [-0.42004, 2.19640, -2.91936], [0.70940, 1.98467, -2.44846], [-0.84760, 1.52940, -4.20274], [-1.92612, 1.60659, -4.35843], [-0.53672, 0.48470, -4.17816], [-0.31729, 2.01371, -5.03475], [-1.39474, 3.14502, -2.26182], [-0.90510, 4.11592, -2.07722], [-1.71310, 2.73074, -1.29539], [-2.27445, 3.30530, -2.90179], [-2.82203, 2.24157, 2.17531], [-2.76034, 0.94741, 1.37419], [-2.77245, -0.22996, 2.34832], [-3.91339, 0.83453, 0.37268], [-1.56363, 0.98800, 0.59284], [-3.75590, 2.30121, 2.74208], [-2.76120, 3.10930, 1.52048], [-1.99675, 2.28537, 2.88726], [-3.67443, -0.18438, 2.98083], [-2.79931, -1.20855, 1.83958], [-1.90000, -0.20785, 3.01958], [-4.88331, 0.88165, 0.88826], [-3.86811, -0.11858, -0.17753], [-3.86716, 1.65397, -0.35560]], "atomic_forces_ev_per_a": [[0.06, 0.59, -0.82], [1.05, 0.42, 0.65], [-0.16, -0.29, 0.07], [-1.36, 0.88, -0.77], [-0.73, -1.09, 0.98], [-0.15, -0.24, -0.19], [0.18, 0.23, -0.01], [-0.23, 0.13, 0.03], [0.06, -0.22, 0.10], [0.04, 0.10, 0.08], [-0.02, 0.18, 0.05], [0.10, -0.16, 0.06], [0.12, -0.04, -0.15], [-0.29, -0.11, -0.09], [0.27, 0.17, 0.09], [0.02, 0.04, -0.35], [-0.27, 0.12, 0.10], [0.06, 0.02, -0.12], [-0.16, -0.28, -0.16], [0.23, -0.08, 0.25], [-0.14, 0.12, 0.01], [0.16, 0.30, 0.15], [-0.33, -0.16, 0.01], [0.04, 0.11, -0.27], [0.11, -0.10, 0.22], [0.06, 0.21, 0.16], [-0.03, -0.28, -0.03], [-0.20, 0.03, 0.09], [0.11, 0.04, -0.16], [0.21, -0.39, 0.15], [-0.08, -0.07, 0.35], [-0.32, 0.03, 0.54], [0.12, 0.03, -0.12], [0.04, 0.11, -0.22], [0.29, -0.20, -0.06], [-0.09, 0.00, 0.19], [0.13, -0.19, 0.34], [0.55, -0.20, -0.40], [0.12, 0.02, -0.25], [-0.19, 0.18, -0.10], [1.74, -0.17, 0.67], [-2.22, 0.29, -0.84], [0.02, -0.04, 0.03], [0.18, -0.05, -0.08], [0.02, 0.07, -0.07], [-0.17, -0.08, 0.16], [-0.04, 0.31, -0.15], [-0.12, -0.39, -0.01], [0.11, -0.04, -0.11], [0.25, -0.01, 0.30], [-0.31, 0.02, 0.07], [0.64, -0.34, -0.66], [-0.36, -0.42, 0.28], [-0.36, -0.01, 0.16], [0.78, 0.11, 0.08], [0.03, 0.02, -0.02], [0.02, 0.04, -0.09], [0.01, -0.04, -0.04], [0.21, 0.08, -0.16], [0.12, 0.45, 0.12], [-0.18, 0.01, -0.31], [0.14, 0.00, -0.14], [0.09, 0.32, 0.23], [0.01, -0.12, 0.16]], "homo_energy_ev": [-4.8, -6.6], "relative_energy_kcal_mol": 3.7, "gap_ev": [5.33, 6.79], "multiplicity": 3, "fmax_ev_per_a": 2.4, "s2": 2.03}